(1)
Density functional theory data (the ωB97M-V functional and the def2-TZVPD basis) for a 2-piece molecular cluster, C6H14NO overall.

The energy relative to the best compared isomer or geometry (same formula, charge and spin) is 1.8189 eV. Its net charge is +1. Its expectation value of S² is 2.01. As for the energy: -9973.1421 eV. For the lowest unoccupied orbital energy (spin up / spin down), the calculation gives -3.835 / -8.693 eV. Its HOMO-LUMO gap (spin up / spin down) is 6.41 / 6.55 eV. Its multiplicity is 3.

Element x y z (Å)
C -2.65 0.73 -0.39
O 1.78 0.46 1.65
N -0.36 0.28 0.13
H 1.41 0.12 2.40
C 1.97 -0.59 -1.95
H -3.23 1.27 0.22
H 1.99 1.31 -0.80
H -1.75 0.11 2.46
C -2.01 -0.61 1.72
H 0.80 -0.70 -1.91
C -1.58 0.15 0.47
H -1.19 -1.38 1.85
C 2.34 0.29 -0.74
H 3.43 0.42 -0.78
H -0.32 0.89 -0.64
H -2.08 1.25 -1.15
C 1.75 -0.22 0.52
H -3.03 -0.84 1.98
H 2.41 -1.52 -2.07
H -3.14 -0.20 -0.77
H 2.07 0.07 -2.84
H 1.38 -1.25 0.66

For each atom in turn, the Löwdin charge in e is:
1. C 0.06
2. O 0.13
3. N 0.30
4. H 0.08
5. C -0.08
6. H 0.07
7. H 0.10
8. H 0.09
9. C 0.03
10. H 0.09
11. C -0.32
12. H 0.12
13. C -0.24
14. H 0.12
15. H 0.11
16. H 0.10
17. C -0.29
18. H 0.10
19. H 0.05
20. H 0.15
21. H 0.09
22. H 0.14

=====

(2)
Density functional theory data (the ωB97M-V functional and the def2-TZVPD basis) for an isolated ion of composition C6H14NO and charge +2.

The energy relative to the best compared isomer or geometry (same formula, charge and spin) is 2.5309 eV. Its net charge is +2. Its expectation value of S² is 0.76. As for the energy: -9964.2182 eV. For the lowest unoccupied orbital energy (spin up / spin down), the calculation gives -9.903 / -14.139 eV. Its HOMO-LUMO gap (spin up / spin down) is 9.19 / 4.79 eV. Its multiplicity is 2.

Element x y z (Å)
N 0.37 -2.09 -0.43
H -0.42 1.21 -1.10
H 0.08 -2.09 0.56
H 0.73 1.74 2.58
H -1.78 1.67 1.48
H 1.45 -1.35 -2.68
H -1.30 -1.13 -1.27
H 0.45 -0.35 1.43
O -0.08 -0.16 -3.42
H 1.07 0.85 -1.00
C 0.48 -0.82 -2.63
C -1.50 0.63 1.38
H 1.39 -2.08 -0.43
H 0.04 -2.96 -0.85
C 0.15 0.45 -0.51
H 0.20 2.80 1.39
H -1.50 0.16 2.36
C 0.75 1.87 1.49
C -0.25 -0.88 -1.13
C 0.07 0.57 1.00
H -2.15 0.15 0.65
H 1.77 1.82 1.12

For each atom in turn, the Löwdin charge in e is:
1. N 0.25
2. H 0.18
3. H 0.18
4. H 0.11
5. H 0.09
6. H 0.21
7. H 0.18
8. H 0.12
9. O 0.37
10. H 0.17
11. C 0.01
12. C 0.01
13. H 0.19
14. H 0.20
15. C -0.14
16. H 0.10
17. H 0.10
18. C -0.02
19. C -0.12
20. C -0.36
21. H 0.08
22. H 0.09

=====

(3)
Density functional theory data (the ωB97M-V functional and the def2-TZVPD basis) for one molecule with the formula C6H14NO3PS.

The energy relative to the best compared isomer or geometry (same formula, charge and spin) is 1.8092 eV. Its SMILES is CCO/C(C)=N\[P@](O)(=S)OCC. As for the energy: -34206.2424 eV. For the lowest unoccupied orbital energy, the calculation gives 0.536 eV. Its HOMO-LUMO gap is 8.95 eV. Its multiplicity is 1.

Element x y z (Å)
H -3.51 -1.28 -0.55
H 2.77 -0.94 -1.43
H -0.34 3.71 -0.56
H 2.28 -0.10 2.57
C -3.21 -0.66 0.30
H 1.14 -2.01 -1.49
H -2.88 1.11 -1.07
O 1.27 -0.91 0.05
H -1.52 2.66 -1.38
S 3.60 0.87 -0.10
O 1.57 0.43 2.17
C -0.39 1.68 -0.16
H -2.94 1.50 0.60
C -2.51 0.70 -0.05
H -4.06 -0.40 0.86
C -1.13 2.95 -0.46
H 3.02 -2.73 0.76
P 1.84 0.52 0.62
C 1.99 -1.68 -0.91
H -2.46 -1.22 0.99
H 1.72 -3.59 -0.18
H -1.87 3.22 0.43
O -1.08 0.59 0.01
C 2.55 -2.88 -0.24
N 0.84 1.76 0.18
H 3.30 -3.28 -0.95

For each atom in turn, the Löwdin charge in e is:
1. H 0.07
2. H 0.07
3. H 0.10
4. H 0.09
5. C -0.05
6. H 0.11
7. H 0.14
8. O -0.31
9. H 0.05
10. S 0.30
11. O -0.16
12. C -0.50
13. H 0.11
14. C -0.22
15. H 0.04
16. C -0.01
17. H 0.09
18. P 0.14
19. C -0.36
20. H 0.12
21. H 0.07
22. H 0.15
23. O -0.01
24. C -0.10
25. N -0.02
26. H 0.09

=====

(4)
Density functional theory data (the ωB97M-V functional and the def2-TZVPD basis) for an isolated ion of composition C6H14NO7 and charge +1.

The energy relative to the best compared isomer or geometry (same formula, charge and spin) is 0.6080 eV. Its net charge is +1. Its SMILES is COC(O)(O)[NH+]1CC(O)(O)C(O)(O)C1. As for the energy: -22263.7395 eV. For the lowest unoccupied orbital energy, the calculation gives -2.586 eV. Its HOMO-LUMO gap is 11.53 eV. Its multiplicity is 1.

Element x y z (Å)
H 0.10 2.78 1.65
H 0.85 3.05 -0.93
O 1.71 1.48 0.60
O 0.50 2.23 -1.26
O -0.25 2.53 0.82
H 2.45 3.37 1.18
C -0.99 -1.58 -0.96
O -2.32 -1.02 -1.14
H 0.55 -0.46 1.69
C -0.42 -0.48 1.21
C -0.79 -1.88 0.60
H 1.02 -1.02 -1.01
O -0.79 -2.88 -1.56
H -1.29 0.63 -0.27
H -1.36 -2.95 -2.33
O -2.02 -2.19 1.22
H 0.04 0.12 -2.09
O 0.21 -2.77 0.63
C 0.02 -0.52 -1.16
C 2.67 2.55 0.56
H 3.62 2.14 0.88
H -2.87 -1.51 -0.61
H 0.14 -3.46 -0.05
H 2.70 2.93 -0.54
N -0.26 0.40 -0.03
H -2.37 -3.13 1.10
C 0.44 1.75 0.01
H -1.29 -0.11 1.80

For each atom in turn, the Löwdin charge in e is:
1. H 0.14
2. H 0.11
3. O -0.07
4. O 0.15
5. O 0.18
6. H 0.08
7. C -0.41
8. O 0.09
9. H 0.15
10. C 0.08
11. C -0.51
12. H 0.18
13. O 0.06
14. H 0.22
15. H 0.13
16. O 0.04
17. H 0.18
18. O 0.09
19. C 0.00
20. C -0.02
21. H 0.11
22. H 0.05
23. H 0.14
24. H 0.13
25. N 0.03
26. H 0.17
27. C -0.67
28. H 0.17

=====

(5)
Density functional theory data (the ωB97M-V functional and the def2-TZVPD basis) for a 3-piece molecular cluster, C6H14NS overall.

The energy relative to the best compared isomer or geometry (same formula, charge and spin) is 4.1668 eV. Its net charge is -2. Its expectation value of S² is 0.78. As for the energy: -18766.7366 eV. For the lowest unoccupied orbital energy (spin up / spin down), the calculation gives 6.032 / 5.980 eV. Its HOMO-LUMO gap (spin up / spin down) is 5.01 / 4.71 eV. Its multiplicity is 2.

Element x y z (Å)
H -0.94 -2.61 0.58
C 0.78 -1.68 1.11
C 0.22 1.36 0.39
H -0.70 0.92 -1.45
H 1.58 -0.98 0.83
H -3.55 4.15 1.45
H 0.74 3.50 0.26
H -4.25 4.36 1.62
C 0.22 -2.80 -1.19
C 0.83 2.56 -0.32
H 1.96 2.45 -0.38
S 1.20 -4.30 -0.77
H 0.18 1.51 1.46
H 1.19 -2.55 1.62
H 0.49 2.72 -1.34
H 1.25 0.11 -1.12
C -0.21 -2.00 0.03
H -0.62 -3.18 -1.82
H 0.79 -2.12 -1.83
H 0.21 -1.04 1.81
N -1.02 -0.77 -0.43
C -0.34 0.39 -0.53

For each atom in turn, the Löwdin charge in e is:
1. H 0.09
2. C -0.17
3. C -0.24
4. H 0.07
5. H 0.04
6. H 0.00
7. H 0.04
8. H -0.01
9. C -0.75
10. C -0.25
11. H 0.05
12. S -0.06
13. H 0.06
14. H 0.02
15. H 0.04
16. H 0.12
17. C -0.56
18. H 0.02
19. H 0.01
20. H 0.06
21. N -0.09
22. C -0.49

=====

(6)
Density functional theory data (the ωB97M-V functional and the def2-TZVPD basis) for a 2-piece molecular cluster, C6H14O overall.

The energy relative to the best compared isomer or geometry (same formula, charge and spin) is 2.0735 eV. Its SMILES is C/C=C/OCCC.[H][H]. As for the energy: -8494.8188 eV. For the lowest unoccupied orbital energy, the calculation gives 1.185 eV. Its HOMO-LUMO gap is 9.62 eV. Its multiplicity is 1.

Element x y z (Å)
H 3.20 2.74 -1.43
H -0.60 -2.08 1.91
C -1.26 -1.23 1.69
H 2.59 1.41 -2.43
H 4.11 1.23 -1.54
H 2.71 1.34 0.69
C 1.24 0.38 -0.41
C -2.70 -1.70 1.53
H -3.37 -0.85 1.32
H -0.80 -1.21 -0.43
H -2.80 -2.41 0.70
C 3.09 1.65 -1.49
H -1.22 1.41 -2.66
H -1.17 -0.54 2.53
H -1.36 0.35 0.22
H -1.61 1.17 -2.07
C 2.34 1.12 -0.31
H 0.81 0.12 -1.38
O 0.60 -0.15 0.67
C -0.74 -0.54 0.44
H -3.06 -2.19 2.44

For each atom in turn, the Löwdin charge in e is:
1. H 0.07
2. H 0.11
3. C -0.24
4. H 0.07
5. H 0.07
6. H 0.11
7. C -0.19
8. C -0.11
9. H 0.07
10. H 0.13
11. H 0.07
12. C -0.12
13. H 0.03
14. H 0.11
15. H 0.11
16. H 0.02
17. C -0.14
18. H 0.11
19. O -0.10
20. C -0.25
21. H 0.07

=====

Please write out number 6 again, unchanged.
Density functional theory data (the ωB97M-V functional and the def2-TZVPD basis) for a 2-piece molecular cluster, C6H14O overall.

The energy relative to the best compared isomer or geometry (same formula, charge and spin) is 2.0735 eV. Its SMILES is C/C=C/OCCC.[H][H]. As for the energy: -8494.8188 eV. For the lowest unoccupied orbital energy, the calculation gives 1.185 eV. Its HOMO-LUMO gap is 9.62 eV. Its multiplicity is 1.

Element x y z (Å)
H 3.20 2.74 -1.43
H -0.60 -2.08 1.91
C -1.26 -1.23 1.69
H 2.59 1.41 -2.43
H 4.11 1.23 -1.54
H 2.71 1.34 0.69
C 1.24 0.38 -0.41
C -2.70 -1.70 1.53
H -3.37 -0.85 1.32
H -0.80 -1.21 -0.43
H -2.80 -2.41 0.70
C 3.09 1.65 -1.49
H -1.22 1.41 -2.66
H -1.17 -0.54 2.53
H -1.36 0.35 0.22
H -1.61 1.17 -2.07
C 2.34 1.12 -0.31
H 0.81 0.12 -1.38
O 0.60 -0.15 0.67
C -0.74 -0.54 0.44
H -3.06 -2.19 2.44

For each atom in turn, the Löwdin charge in e is:
1. H 0.07
2. H 0.11
3. C -0.24
4. H 0.07
5. H 0.07
6. H 0.11
7. C -0.19
8. C -0.11
9. H 0.07
10. H 0.13
11. H 0.07
12. C -0.12
13. H 0.03
14. H 0.11
15. H 0.11
16. H 0.02
17. C -0.14
18. H 0.11
19. O -0.10
20. C -0.25
21. H 0.07

=====

The highest multiplicity belongs to which entry? number 1

=====

Repeat the second record exactly.
Density functional theory data (the ωB97M-V functional and the def2-TZVPD basis) for an isolated ion of composition C6H14NO and charge +2.

The energy relative to the best compared isomer or geometry (same formula, charge and spin) is 2.5309 eV. Its net charge is +2. Its expectation value of S² is 0.76. As for the energy: -9964.2182 eV. For the lowest unoccupied orbital energy (spin up / spin down), the calculation gives -9.903 / -14.139 eV. Its HOMO-LUMO gap (spin up / spin down) is 9.19 / 4.79 eV. Its multiplicity is 2.

Element x y z (Å)
N 0.37 -2.09 -0.43
H -0.42 1.21 -1.10
H 0.08 -2.09 0.56
H 0.73 1.74 2.58
H -1.78 1.67 1.48
H 1.45 -1.35 -2.68
H -1.30 -1.13 -1.27
H 0.45 -0.35 1.43
O -0.08 -0.16 -3.42
H 1.07 0.85 -1.00
C 0.48 -0.82 -2.63
C -1.50 0.63 1.38
H 1.39 -2.08 -0.43
H 0.04 -2.96 -0.85
C 0.15 0.45 -0.51
H 0.20 2.80 1.39
H -1.50 0.16 2.36
C 0.75 1.87 1.49
C -0.25 -0.88 -1.13
C 0.07 0.57 1.00
H -2.15 0.15 0.65
H 1.77 1.82 1.12

For each atom in turn, the Löwdin charge in e is:
1. N 0.25
2. H 0.18
3. H 0.18
4. H 0.11
5. H 0.09
6. H 0.21
7. H 0.18
8. H 0.12
9. O 0.37
10. H 0.17
11. C 0.01
12. C 0.01
13. H 0.19
14. H 0.20
15. C -0.14
16. H 0.10
17. H 0.10
18. C -0.02
19. C -0.12
20. C -0.36
21. H 0.08
22. H 0.09

=====

The highest energy belongs to which entry? C6H14O